a | # C45H56ClGaN9O5SSi

A structure of composition C45H56ClGaN9O5SSi (ωB97M-V/def2-TZVPD, the Open Molecules 2025 dataset).

Values from the calculation:
Kohn-Sham gap   7.797 eV
Total charge   +1
HOMO energy   -10.01 eV
Lowest unoccupied orbital energy   -2.21 eV
2S+1   1

Structure (XYZ):
```
119
C45H56ClGaN9O5SSi | the Open Molecules 2025 dataset | ωB97M-V/def2-TZVPD
Ga -0.35 -0.07 -0.29
C -2.73 -3.35 -0.98
Si -1.27 -3.27 0.18
C -2.14 -3.68 1.82
C -0.16 -4.65 -0.44
N -0.23 -1.83 0.47
C 0.73 -2.06 1.49
C 0.74 -3.26 2.24
C 1.62 -3.50 3.27
C 2.56 -2.56 3.63
C 2.62 -1.39 2.90
C 1.75 -1.16 1.85
O 1.90 -0.01 1.07
C 3.19 0.54 1.08
C 3.43 1.72 1.75
C 4.71 2.26 1.75
C 5.74 1.61 1.09
C 5.49 0.40 0.44
C 4.22 -0.14 0.43
H -3.39 -2.49 -0.98
H -2.43 -3.53 -2.01
H -3.31 -4.21 -0.64
H -2.22 -4.77 1.92
H -3.16 -3.30 1.81
H -1.65 -3.31 2.72
H -0.55 -5.63 -0.13
H 0.88 -4.59 -0.10
H -0.16 -4.65 -1.53
H 0.03 -4.04 2.01
H 1.56 -4.45 3.79
H 3.25 -2.73 4.45
H 3.37 -0.64 3.14
H 2.63 2.21 2.28
H 4.89 3.19 2.27
H 6.74 2.02 1.10
H 6.30 -0.12 -0.05
H 4.03 -1.09 -0.05
C 2.17 -1.82 -1.61
N 2.01 -0.87 -2.69
C 2.16 -1.47 -4.02
C 1.64 0.41 -2.54
N 0.99 0.87 -1.45
C 1.29 2.21 -1.04
C 2.59 2.65 -1.15
C 2.99 3.94 -0.76
C 2.08 4.78 -0.19
C 0.74 4.36 0.00
C -0.16 5.24 0.63
C -1.46 4.88 0.85
C -1.90 3.62 0.43
C -1.07 2.74 -0.23
N -1.60 1.48 -0.60
C -2.82 1.49 -1.15
N -3.74 0.57 -0.81
C -4.74 0.07 -1.75
C -3.64 -0.14 0.45
N -3.19 2.45 -2.02
C -4.53 3.02 -2.03
C -2.23 3.13 -2.86
C 0.31 3.07 -0.44
N 2.01 1.25 -3.55
C 3.33 1.16 -4.16
C 1.24 2.41 -3.95
H 3.12 -2.35 -1.75
H 1.36 -2.55 -1.63
H 2.18 -1.32 -0.66
H 1.63 -2.42 -4.02
H 3.21 -1.66 -4.24
H 1.72 -0.83 -4.78
H 3.35 1.98 -1.53
H 4.02 4.24 -0.88
H 2.36 5.77 0.14
H 0.20 6.21 0.95
H -2.14 5.55 1.36
H -2.92 3.31 0.63
H -5.75 0.25 -1.37
H -4.60 -1.00 -1.89
H -4.62 0.54 -2.72
H -3.47 0.56 1.27
H -2.83 -0.88 0.45
H -4.57 -0.66 0.62
H -5.12 2.62 -1.22
H -5.04 2.83 -2.98
H -4.44 4.11 -1.90
H -1.36 2.49 -2.98
H -1.92 4.09 -2.43
H -2.67 3.31 -3.83
H 3.94 0.43 -3.65
H 3.81 2.14 -4.07
H 3.27 0.91 -5.22
H 0.21 2.27 -3.66
H 1.28 2.48 -5.04
H 1.64 3.33 -3.51
O -0.75 0.28 -3.86
Cl -1.34 -0.93 -3.37
O -2.68 -1.08 -3.84
O -0.54 -2.06 -3.70
O -1.42 -0.84 -1.89
S -2.25 1.66 6.23
C -1.65 1.20 4.61
C -1.95 -0.03 4.05
C -1.52 -0.31 2.77
N -0.83 0.56 2.03
C -0.49 1.72 2.60
C -0.87 2.08 3.88
C -3.98 1.74 5.80
C -4.52 2.93 5.33
C -5.86 2.94 4.96
N -6.65 1.88 5.04
C -6.13 0.76 5.53
C -4.81 0.63 5.93
H -2.52 -0.78 4.59
H -1.72 -1.26 2.31
H 0.09 2.40 2.00
H -0.59 3.04 4.29
H -3.91 3.82 5.24
H -6.31 3.85 4.59
H -6.81 -0.09 5.60
H -4.44 -0.30 6.33
```

=====

b | # C45H56ClGaN9O5SSi

A structure of composition C45H56ClGaN9O5SSi (ωB97M-V/def2-TZVPD, the Open Molecules 2025 dataset).

Values from the calculation:
Kohn-Sham gap   7.872 eV
Total charge   +1
HOMO energy   -10.21 eV
Lowest unoccupied orbital energy   -2.34 eV
2S+1   1

Structure (XYZ):
```
119
C45H56ClGaN9O5SSi | the Open Molecules 2025 dataset | ωB97M-V/def2-TZVPD
Ga 0.02 -0.48 0.86
C 3.99 0.92 0.97
Si 2.63 1.22 -0.29
C 2.87 0.16 -1.83
C 2.79 2.97 -0.89
N 1.01 1.01 0.39
C 0.44 2.29 0.70
C 0.77 2.96 1.88
C 0.36 4.26 2.12
C -0.39 4.93 1.16
C -0.74 4.29 -0.02
C -0.33 2.98 -0.25
O -0.68 2.26 -1.37
C -0.83 2.87 -2.60
C 0.16 2.65 -3.55
C 0.01 3.16 -4.83
C -1.13 3.87 -5.17
C -2.13 4.07 -4.22
C -1.99 3.57 -2.94
H 4.62 1.80 1.07
H 4.64 0.08 0.70
H 3.56 0.71 1.95
H 3.36 0.78 -2.59
H 1.91 -0.18 -2.24
H 3.51 -0.71 -1.66
H 3.82 3.13 -1.25
H 2.59 3.71 -0.11
H 2.11 3.17 -1.73
H 1.38 2.44 2.61
H 0.63 4.76 3.04
H -0.71 5.95 1.33
H -1.30 4.82 -0.77
H 1.03 2.08 -3.26
H 0.78 2.99 -5.57
H -1.25 4.27 -6.17
H -3.03 4.62 -4.48
H -2.78 3.69 -2.21
C -1.78 -3.32 2.55
N -0.44 -3.28 1.93
C 0.53 -4.09 2.67
C -0.57 -3.38 0.52
N -0.40 -2.25 -0.11
C -0.41 -2.10 -1.53
C 0.40 -2.87 -2.33
C 0.41 -2.69 -3.73
C -0.41 -1.77 -4.30
C -1.28 -0.98 -3.51
C -2.18 -0.08 -4.13
C -3.03 0.66 -3.37
C -2.98 0.57 -1.96
C -2.11 -0.27 -1.32
N -2.02 -0.22 0.11
C -3.18 -0.21 0.76
N -3.41 0.57 1.83
C -4.20 0.13 2.97
C -2.83 1.90 1.95
N -4.21 -1.03 0.42
C -5.58 -0.53 0.39
C -3.99 -2.23 -0.36
C -1.25 -1.10 -2.10
N -0.98 -4.54 -0.05
C -0.82 -5.84 0.61
C -1.75 -4.63 -1.30
H -1.67 -3.08 3.60
H -2.27 -4.29 2.45
H -2.42 -2.55 2.10
H 1.44 -4.24 2.09
H 0.14 -5.07 2.98
H 0.79 -3.54 3.58
H 1.02 -3.63 -1.87
H 1.07 -3.30 -4.33
H -0.42 -1.64 -5.38
H -2.19 0.00 -5.21
H -3.72 1.35 -3.83
H -3.60 1.23 -1.36
H -4.44 -0.93 2.88
H -5.13 0.70 3.05
H -3.62 0.29 3.88
H -2.31 2.14 1.03
H -2.14 1.98 2.78
H -3.64 2.62 2.10
H -5.62 0.49 0.78
H -6.25 -1.16 0.97
H -5.94 -0.51 -0.65
H -2.99 -2.61 -0.16
H -4.10 -2.06 -1.44
H -4.72 -2.98 -0.06
H 0.20 -6.00 0.94
H -1.05 -6.60 -0.13
H -1.50 -5.96 1.45
H -2.09 -3.67 -1.64
H -2.62 -5.26 -1.10
H -1.17 -5.10 -2.09
O -1.03 1.06 4.53
Cl -0.25 0.00 3.99
O 1.11 0.39 3.76
O -0.35 -1.20 4.77
O -0.87 -0.33 2.61
S 5.70 -4.50 1.42
C 4.30 -3.39 1.36
C 3.84 -2.72 2.48
C 2.74 -1.89 2.36
N 2.08 -1.69 1.21
C 2.54 -2.34 0.13
C 3.63 -3.20 0.16
C 7.01 -3.27 1.44
C 7.36 -2.60 2.60
C 8.37 -1.65 2.52
N 9.03 -1.36 1.40
C 8.70 -2.03 0.30
C 7.70 -3.00 0.27
H 4.32 -2.84 3.44
H 2.36 -1.37 3.23
H 2.04 -2.14 -0.80
H 3.96 -3.68 -0.75
H 6.88 -2.82 3.54
H 8.66 -1.10 3.41
H 9.25 -1.79 -0.60
H 7.46 -3.52 -0.65
```

=====

According to the calculations, the structures order from most to least stable as a, b.

=====

a | # C18H52O8

A cluster of 8 separate species, C18H52O8 in total (ωB97M-V/def2-TZVPD, the Open Molecules 2025 dataset).

Values from the calculation:
Kohn-Sham gap   9.615 eV
HOMO energy   -9.33 eV
Lowest unoccupied orbital energy   0.28 eV
2S+1   1

Structure (XYZ):
```
78
C18H52O8 | the Open Molecules 2025 dataset | ωB97M-V/def2-TZVPD
C -0.23 -1.23 4.01
C 0.58 -0.51 5.12
C 0.59 -1.31 6.40
O 1.91 -0.38 4.62
H -0.04 -0.94 2.98
H -1.31 -1.15 4.15
H 0.00 -2.29 4.04
H 0.13 0.48 5.25
H -0.45 -1.39 6.72
H 1.29 -0.93 7.15
H 0.93 -2.33 6.22
H 2.27 -1.26 4.49
C -1.44 4.31 -0.50
C -1.85 2.95 -0.01
C -1.93 2.80 1.49
O -3.16 2.65 -0.53
H -0.46 4.59 -0.13
H -2.15 5.10 -0.25
H -1.41 4.14 -1.58
H -1.19 2.21 -0.47
H -2.69 3.49 1.87
H -0.99 3.01 2.00
H -2.35 1.85 1.82
H -3.14 1.75 -0.88
C -2.56 -1.87 -2.19
C -2.42 -0.38 -2.12
C -2.13 0.28 -3.49
O -3.60 0.16 -1.54
H -2.86 -2.24 -1.20
H -1.63 -2.39 -2.39
H -3.37 -2.25 -2.82
H -1.59 -0.11 -1.47
H -1.09 0.17 -3.79
H -2.13 1.37 -3.42
H -2.81 -0.09 -4.26
H -4.38 -0.19 -1.96
C -2.38 -5.11 0.99
C -1.28 -4.28 1.72
C -0.78 -3.09 0.91
O -1.77 -3.80 2.96
H -2.59 -6.04 1.51
H -2.00 -5.37 0.00
H -3.31 -4.55 0.90
H -0.37 -4.88 1.84
H -1.54 -2.30 0.85
H -0.61 -3.44 -0.10
H 0.13 -2.65 1.31
H -0.99 -3.33 3.30
C 1.01 2.58 -2.89
C 2.09 3.47 -2.28
C 3.26 2.64 -1.76
O 2.62 4.40 -3.24
H 0.35 2.21 -2.10
H 1.33 1.70 -3.45
H 0.34 3.16 -3.53
H 1.68 4.08 -1.47
H 3.02 1.99 -0.91
H 4.01 3.37 -1.45
H 3.60 1.99 -2.57
H 2.67 3.95 -4.09
C 1.53 -1.56 -2.33
C 2.90 -0.96 -2.16
C 3.86 -1.04 -3.35
O 2.73 0.41 -1.88
H 1.52 -2.64 -2.48
H 0.98 -1.20 -3.20
H 0.86 -1.31 -1.51
H 3.41 -1.25 -1.23
H 4.86 -0.69 -3.09
H 3.48 -0.47 -4.20
H 4.07 -2.05 -3.70
H 1.98 0.44 -1.27
O 1.80 1.74 2.50
H 1.95 0.92 3.00
H 1.62 2.39 3.18
O 0.70 0.66 0.33
H 1.13 1.16 1.05
H -0.23 0.65 0.57
```

=====

b | # C18H52O8

A cluster of 8 separate species, C18H52O8 in total (ωB97M-V/def2-TZVPD, the Open Molecules 2025 dataset).

Values from the calculation:
Kohn-Sham gap   9.891 eV
HOMO energy   -9.59 eV
Lowest unoccupied orbital energy   0.30 eV
2S+1   1

Structure (XYZ):
```
78
C18H52O8 | the Open Molecules 2025 dataset | ωB97M-V/def2-TZVPD
C -1.53 -5.06 -2.76
C -2.55 -4.94 -1.65
C -3.46 -3.74 -1.88
O -3.32 -6.14 -1.71
H -2.02 -5.27 -3.71
H -0.84 -5.90 -2.56
H -0.89 -4.18 -2.84
H -2.04 -4.81 -0.68
H -4.28 -3.71 -1.16
H -3.85 -3.80 -2.90
H -2.96 -2.77 -1.91
H -4.01 -6.08 -1.04
C -2.62 -2.66 1.69
C -2.26 -2.73 3.17
C -0.94 -2.03 3.48
O -3.31 -2.16 3.94
H -3.65 -3.00 1.54
H -1.98 -3.28 1.07
H -2.55 -1.61 1.38
H -2.20 -3.77 3.49
H -0.96 -1.01 3.10
H -0.13 -2.52 2.92
H -0.70 -2.08 4.54
H -3.57 -1.32 3.51
C 2.31 6.03 1.06
C 2.58 4.66 1.71
C 1.32 3.83 1.80
O 3.52 3.91 0.89
H 3.19 6.44 0.59
H 1.99 6.71 1.85
H 1.51 5.94 0.32
H 3.02 4.80 2.69
H 0.56 4.39 2.33
H 1.54 2.91 2.35
H 0.98 3.48 0.82
H 4.41 4.19 1.09
C 2.77 1.64 -3.56
C 3.33 2.55 -2.49
C 3.22 4.01 -2.86
O 2.70 2.26 -1.23
H 3.08 0.60 -3.39
H 3.17 1.93 -4.53
H 1.68 1.70 -3.65
H 4.39 2.29 -2.39
H 3.67 4.65 -2.09
H 2.19 4.36 -3.00
H 3.74 4.21 -3.80
H 2.93 2.98 -0.61
C 0.87 -0.03 0.82
C 0.68 -0.46 -0.64
C -0.46 -1.43 -0.80
O 0.43 0.68 -1.47
H 0.00 0.56 1.11
H 1.79 0.52 0.99
H 0.86 -0.93 1.44
H 1.63 -0.94 -0.95
H -1.43 -0.97 -0.65
H -0.33 -2.31 -0.17
H -0.51 -1.79 -1.84
H 1.20 1.27 -1.36
C 2.72 -4.28 0.29
O 2.99 -5.33 1.20
H 3.66 -3.82 -0.05
H 2.23 -4.56 -0.64
H 2.13 -3.47 0.74
H 3.61 -4.96 1.83
C -1.51 3.49 -1.04
O -1.92 2.18 -1.38
H -0.42 3.58 -1.11
H -1.93 4.24 -1.72
H -1.82 3.75 -0.03
H -1.11 1.67 -1.55
C -3.23 1.29 2.05
O -3.90 0.54 3.05
H -2.71 2.17 2.45
H -2.47 0.67 1.56
H -3.92 1.62 1.27
H -4.28 1.16 3.68
```

=====

According to the calculations, the structures order from most to least stable as b, a.